Record 1
{
  "formula": "C2H6O4",
  "method": "ωB97M-V/def2-TZVPD",
  "charge": 0,
  "e_homo_ha": -0.3869,
  "e_lumo_ev": 0.50,
  "relative_energy_kj_mol": 431.30,
  "symbols": ["C", "O", "O", "O", "H", "H", "C", "O", "H", "H", "H", "H"],
  "positions_angstrom": [[-0.5411, -1.6847, 0.2130], [-0.4329, -0.9666, 1.2969], [1.0215, -0.9721, 1.5095], [0.3290, -2.5237, -0.0993], [1.2436, -1.9939, 0.7470], [-1.3493, -1.3845, -0.4548], [-0.3125, 1.8234, -0.5997], [0.5372, 0.7195, -0.8499], [1.1600, 0.6341, -0.1170], [-0.8432, 1.7226, 0.3538], [-1.0485, 1.8537, -1.4040], [0.2362, 2.7724, -0.5956]],
  "atomic_forces_ev_per_a": [[0.6, -0.8, -0.9], [1.6, 0.1, -0.8], [0.4, -1.7, -0.1], [-0.6, 1.1, 0.1], [-1.5, 2.0, 1.3], [-0.4, -0.6, 0.4], [-0.1, 0.1, 0.1], [0.1, -0.1, -0.1], [-0.1, -0.1, 0.0], [0.0, 0.0, 0.0], [0.1, 0.0, 0.0], [0.0, -0.1, 0.0]]
}

=====

Record 2
{
  "formula": "C22H37BrF8NO7Si",
  "method": "ωB97M-V/def2-TZVPD",
  "charge": 1,
  "e_homo_ha": -0.4760,
  "e_lumo_ev": -4.78,
  "symbols": ["C", "C", "O", "O", "C", "C", "C", "N", "Br", "C", "C", "O", "Si", "C", "C", "C", "C", "C", "C", "C", "C", "O", "C", "O", "C", "O", "H", "H", "H", "H", "H", "H", "H", "H", "H", "H", "H", "H", "H", "H", "H", "H", "H", "H", "H", "H", "H", "H", "H", "H", "H", "H", "H", "H", "H", "H", "H", "H", "H", "C", "C", "C", "F", "F", "F", "F", "O", "C", "C", "F", "F", "F", "F", "H", "H", "H", "H"],
  "positions_angstrom": [[0.0514, 5.6822, 1.9406], [-0.7087, 4.3975, 1.7806], [-1.2157, 3.8331, 2.7092], [-0.8816, 3.8719, 0.5255], [0.2335, 3.8514, -0.3451], [1.2985, 2.8462, 0.1295], [1.5854, 1.8304, -0.9691], [2.9986, 1.2937, -0.9489], [4.0864, 2.4566, -2.0480], [3.0246, -0.0695, -1.6046], [2.3748, -1.1671, -0.7800], [0.9723, -1.1356, -0.9792], [0.0465, -1.7744, 0.2924], [0.6156, -3.4938, 0.7318], [-1.7298, -1.7218, -0.2660], [0.2419, -0.6713, 1.8018], [3.5445, 1.3369, 0.4458], [4.9691, 0.7601, 0.5818], [5.0613, -0.5172, 1.4207], [4.5615, -0.3646, 2.8700], [3.9098, -1.6263, 3.4253], [4.9115, -2.5667, 3.8146], [5.0094, -3.6954, 3.0923], [5.5933, -4.6601, 3.4776], [3.5050, 2.7717, 0.9904], [2.4513, 3.5783, 0.4955], [0.9543, 5.4860, 2.5174], [0.3365, 6.1728, 1.0150], [-0.5745, 6.3642, 2.5123], [-0.1591, 3.5932, -1.3266], [0.7132, 4.8270, -0.4387], [0.8810, 2.3625, 1.0193], [0.9056, 0.9856, -0.8599], [1.4199, 2.2359, -1.9644], [2.4358, 0.0388, -2.5162], [4.0431, -0.2935, -1.9063], [2.7837, -2.1168, -1.1408], [2.6308, -1.1028, 0.2785], [1.5507, -3.4907, 1.2976], [0.7198, -4.1544, -0.1276], [-0.1383, -3.9213, 1.3966], [-1.8424, -1.7782, -1.3452], [-2.1805, -0.8125, 0.1276], [-2.2456, -2.5575, 0.2097], [-0.4038, -0.9985, 2.6133], [0.0384, 0.3694, 1.5451], [1.2748, -0.7224, 2.1681], [2.8947, 0.7303, 1.0778], [5.4044, 0.5562, -0.3968], [5.6084, 1.5112, 1.0463], [4.5678, -1.3590, 0.9289], [6.1173, -0.7916, 1.4525], [3.8942, 0.4893, 3.0012], [5.4331, -0.1841, 3.5021], [3.3131, -1.3957, 4.3047], [3.2603, -2.0846, 2.6720], [4.5376, -3.6613, 2.0985], [4.4367, 3.2960, 0.7910], [3.3970, 2.6878, 2.0783], [-7.8737, -1.7816, -1.9637], [-6.5446, -1.8409, -1.1910], [-5.7521, -0.5456, -0.9883], [-5.3314, -0.0236, -2.1554], [-4.6495, -0.8369, -0.2515], [-5.7398, -2.7899, -1.7148], [-6.8741, -2.2310, 0.0749], [-7.8775, -2.1906, -3.3184], [-7.6702, -1.3357, -4.3649], [-6.4460, -1.7475, -5.1919], [-5.3335, -1.7553, -4.4287], [-6.2744, -0.8505, -6.1864], [-7.6029, -0.0509, -3.9771], [-8.7311, -1.4481, -5.1927], [-8.4936, -2.5306, -1.4735], [-8.3761, -0.8240, -1.8253], [-6.3479, 0.1968, -0.4515], [-6.5998, -2.7414, -5.6153]],
  "atomic_forces_ev_per_a": [[0.2, 0.2, -0.2], [-0.3, -0.2, 0.6], [0.1, 0.1, -0.4], [0.2, -0.1, -0.1], [0.0, 0.1, 0.0], [-0.2, 0.4, 0.1], [-0.4, 0.0, 0.0], [0.0, 0.2, -0.2], [-0.1, -0.1, 0.0], [-0.2, 0.0, -0.2], [-0.3, -0.1, -0.3], [0.4, -0.1, 0.5], [-0.9, -0.1, 0.0], [0.1, 0.2, 0.1], [0.6, 0.0, 0.4], [0.7, -0.1, -0.5], [0.7, 0.1, 0.7], [-0.1, -0.3, 0.0], [0.2, 0.0, 0.2], [0.4, -0.3, 0.0], [0.1, 0.3, -0.3], [-0.2, 0.1, 0.0], [0.4, -0.8, 0.1], [-0.1, 0.4, -0.1], [-0.4, 0.1, 0.3], [0.3, -0.1, -0.5], [0.0, 0.0, 0.0], [-0.1, 0.0, -0.1], [0.0, -0.1, 0.1], [-0.1, -0.1, 0.0], [0.0, 0.0, 0.0], [0.1, -0.2, 0.0], [0.2, -0.1, 0.0], [0.1, 0.1, 0.0], [0.1, 0.0, 0.0], [0.1, 0.0, 0.3], [0.0, 0.0, 0.0], [0.1, 0.0, 0.0], [0.1, -0.1, -0.1], [0.0, 0.0, 0.0], [0.0, -0.1, 0.0], [-0.1, 0.0, 0.0], [-0.1, 0.1, -0.2], [-0.1, 0.0, -0.2], [-0.1, 0.1, 0.0], [-0.2, 0.0, 0.2], [-0.1, 0.0, 0.2], [-0.4, 0.0, -0.4], [0.0, 0.2, -0.1], [0.0, 0.1, 0.0], [-0.1, 0.1, -0.1], [0.0, -0.1, -0.1], [-0.1, 0.0, -0.1], [-0.1, 0.3, 0.1], [0.0, -0.1, 0.1], [-0.1, 0.0, 0.1], [-0.3, 0.2, 0.0], [0.0, 0.0, -0.2], [0.2, -0.1, 0.0], [-0.6, 0.0, 0.1], [0.1, -0.2, -0.3], [0.0, 0.1, 0.1], [-0.1, -0.1, -0.2], [-0.1, 0.0, 0.0], [0.0, 0.1, 0.0], [-0.1, 0.0, 0.1], [0.6, -0.1, 0.1], [-0.3, -0.1, 0.1], [0.0, 0.0, -0.1], [0.0, 0.1, 0.1], [0.0, 0.0, 0.0], [0.2, 0.0, 0.1], [-0.1, 0.1, 0.0], [0.0, 0.0, 0.0], [0.2, 0.1, 0.0], [0.0, 0.0, 0.0], [0.0, 0.0, 0.0]]
}

=====

Record 3
{
  "formula": "CH5NOS",
  "method": "ωB97M-V/def2-TZVPD",
  "smiles": "NC=O.S",
  "charge": 0,
  "e_homo_ha": -0.3638,
  "e_lumo_ev": 0.59,
  "relative_energy_kj_mol": 15.38,
  "symbols": ["N", "C", "O", "H", "H", "H", "S", "H", "H"],
  "positions_angstrom": [[-0.4862, 0.0211, -1.9321], [-0.4424, 1.1794, -1.2297], [0.2839, 2.1122, -1.4683], [0.1221, -0.1575, -2.7153], [-1.2248, -0.6374, -1.7604], [-1.1197, 1.1980, -0.3600], [0.3882, -1.3193, 2.0727], [0.3632, -2.0445, 0.9578], [-0.8427, -1.7152, 2.4080]],
  "atomic_forces_ev_per_a": [[-0.2, -0.4, 0.0], [0.1, 0.2, 0.2], [0.2, 0.0, -0.1], [0.0, 0.3, 0.0], [0.1, 0.0, 0.1], [-0.2, -0.2, -0.1], [0.0, 0.2, 0.1], [0.0, -0.1, -0.2], [-0.1, 0.0, 0.1]]
}

=====

Record 4
{
  "formula": "C4H10NO",
  "method": "ωB97M-V/def2-TZVPD",
  "charge": 1,
  "e_homo_ha": [-0.4335, -0.4335],
  "e_lumo_ev": [-3.65, -3.65],
  "relative_energy_kj_mol": 482.61,
  "symbols": ["C", "C", "C", "C", "N", "O", "H", "H", "H", "H", "H", "H", "H", "H", "H", "H"],
  "positions_angstrom": [[-0.5209, 0.2149, 1.7554], [0.0584, 1.0393, -0.2751], [-1.4285, -0.7670, 2.4588], [1.1670, -0.1725, -2.0822], [0.0018, 0.5396, -1.6391], [-0.4594, 0.2172, 0.5340], [0.0547, 1.0566, 2.2429], [0.9328, 1.6655, -0.1106], [-0.8607, -1.8114, 2.4639], [-2.2568, -0.7539, 1.6648], [-1.5763, -0.4250, 3.4334], [2.0761, 0.5523, -2.2372], [1.5245, -0.9522, -1.3675], [1.0477, -0.7431, -3.0897], [-0.7497, -0.1172, -1.7039], [-0.3652, 1.4361, -2.1852]],
  "atomic_forces_ev_per_a": [[0.8, 1.0, 4.3], [1.6, 3.0, -2.5], [2.0, -1.5, -4.0], [4.2, -0.8, -2.9], [-1.8, 2.5, -0.7], [-1.4, -2.4, -0.5], [-0.7, -1.1, -0.2], [-0.2, -0.4, 0.5], [-1.5, 2.0, 0.1], [0.3, -0.7, 2.0], [-0.9, 0.3, 1.4], [-1.9, -1.3, 0.4], [-0.8, 0.8, -0.1], [-0.2, 1.3, 1.6], [-1.1, -0.3, 0.0], [1.5, -2.6, 0.6]]
}

=====

Record 5
{
  "formula": "C4H9N3O",
  "method": "ωB97M-V/def2-TZVPD",
  "charge": 0,
  "e_homo_ha": -0.2487,
  "e_lumo_ev": 0.62,
  "relative_energy_kj_mol": 437.57,
  "symbols": ["C", "C", "N", "O", "N", "H", "H", "H", "H", "H", "H", "C", "C", "N", "H", "H", "H"],
  "positions_angstrom": [[2.1612, 0.9002, -0.1703], [0.7497, -1.0330, 0.1449], [0.1338, -1.9062, 0.9621], [1.0420, -1.5516, -1.0497], [1.1200, 0.1786, 0.5383], [1.2249, -0.8442, -1.6830], [-0.3152, -2.6952, 0.5233], [-0.0316, -1.5679, 1.8987], [1.8737, 1.1101, -1.2088], [2.2932, 1.8558, 0.3376], [3.1102, 0.3614, -0.1567], [-2.6662, 0.8105, -0.1402], [-1.1838, 0.7256, -0.1586], [-0.3394, 1.2136, 0.6208], [-3.0368, 0.7635, -1.1689], [-3.0369, 1.7294, 0.3304], [-3.0988, -0.0506, 0.3801]],
  "atomic_forces_ev_per_a": [[-0.5, -0.3, -0.1], [2.6, 1.4, 0.9], [0.1, 1.0, -0.7], [-0.4, -0.3, -0.3], [1.6, -3.2, -0.2], [0.0, 0.1, 0.2], [-0.2, 0.1, 0.4], [-0.3, -0.3, -0.2], [0.1, 0.1, -0.1], [-0.1, 0.0, -0.1], [0.0, 0.0, 0.0], [-0.3, 0.8, -0.7], [2.1, 1.0, 3.1], [-4.9, -0.3, -2.4], [-0.1, 0.0, 0.2], [-0.1, -0.1, 0.0], [0.3, 0.1, 0.0]]
}

=====

Record 6
{
  "formula": "C3H7F2O2P",
  "method": "ωB97M-V/def2-TZVPD",
  "smiles": "CCO[P@@H](=O)C(F)F",
  "charge": 0,
  "e_homo_ha": -0.3806,
  "e_lumo_ev": 0.77,
  "relative_energy_kj_mol": 319.28,
  "symbols": ["C", "C", "O", "P", "O", "C", "F", "F", "H", "H", "H", "H", "H", "H", "H"],
  "positions_angstrom": [[1.3288, -1.1619, 0.4572], [0.0725, -1.1417, 1.3618], [-1.0774, -1.3954, 0.6371], [-1.7909, -0.4564, -0.5091], [-2.8513, -1.3120, -1.3512], [-2.4074, 1.0635, 0.4061], [-1.3786, 1.8783, 0.6328], [-3.2455, 1.7596, -0.3737], [1.8334, -2.1224, 0.5137], [0.9917, -1.1268, -0.6057], [2.0145, -0.3865, 0.6153], [0.1240, -0.1570, 1.8434], [0.0549, -1.9402, 2.0866], [-0.7182, 0.0208, -1.4090], [-2.7534, 0.7308, 1.4269]],
  "atomic_forces_ev_per_a": [[-1.5, -1.9, -1.2], [2.3, 0.9, 0.0], [-2.5, 1.2, -2.0], [-2.1, -4.2, -3.5], [3.7, 3.4, 3.4], [0.0, -1.3, 0.5], [1.5, 0.7, 0.3], [-0.8, -0.3, 0.3], [0.2, 0.0, 0.2], [0.3, 0.2, 0.7], [0.9, 1.1, 0.4], [-0.8, -0.2, 0.2], [0.4, 0.0, 0.5], [-0.9, -0.1, 1.2], [-0.6, 0.5, -1.1]]
}

=====

For each record above, in turn, the calculated E_tot values are -10356.957, -138890.471, -15490.960, -7836.315, -10807.927, -22042.778 eV.